Entry 1:
{
  "formula": "C21H34N6O3",
  "method": "wB97M-V/def2-TZVPD",
  "species": ["O", "O", "O", "N", "N", "N", "N", "N", "N", "C", "C", "C", "C", "C", "C", "C", "C", "C", "C", "C", "C", "C", "C", "C", "C", "C", "C", "C", "C", "C", "H", "H", "H", "H", "H", "H", "H", "H", "H", "H", "H", "H", "H", "H", "H", "H", "H", "H", "H", "H", "H", "H", "H", "H", "H", "H", "H", "H", "H", "H", "H", "H", "H", "H"],
  "xyz": [[-4.55456, 1.34917, -1.07615], [3.48443, -0.62119, 5.40579], [1.56861, 3.07304, 3.54930], [0.75743, 1.21452, 1.21721], [-2.17478, 1.90516, 0.37440], [2.51187, 1.19375, 4.45743], [1.34119, -0.93117, 1.25472], [2.48487, -0.91420, 3.39517], [-0.14107, -1.52795, -1.10513], [2.82992, -2.66737, -3.23375], [1.58987, -1.85062, -2.88837], [-0.79636, -1.32508, -3.51242], [0.71846, 0.01846, 0.58086], [1.07612, -2.21948, -1.48686], [-3.41899, 1.87520, -1.71836], [0.19096, 2.48187, 0.83101], [1.80796, 1.88020, 3.46302], [2.83614, -2.31605, 3.33896], [-1.18386, -1.74594, -2.08586], [-1.93655, -1.60079, -4.48642], [2.86758, -0.14901, 4.47525], [-1.27394, 2.61454, 1.26935], [1.78795, -0.33740, 2.38117], [-4.18400, 0.58097, 0.04433], [0.04213, -0.14214, -0.73881], [1.44170, 1.00371, 2.39761], [-2.57633, 2.71989, -0.76230], [2.94654, 1.95456, 5.61720], [-3.36376, 1.39873, 1.04223], [0.47387, -2.07919, -3.91048], [-0.58544, -0.24862, -3.51727], [-3.05818, 0.75461, 1.86892], [-5.11393, 0.23855, 0.50054], [-3.98682, 2.21970, 1.43647], [0.85623, -3.29119, -1.46177], [0.77368, 3.25654, 1.33480], [1.82994, -2.01117, -0.72845], [-1.68731, 3.07960, -1.28370], [2.59818, -3.73032, -3.22595], [4.03254, 1.91786, 5.69841], [3.62061, -2.48425, -2.50981], [-2.08588, -1.21754, -1.76628], [3.19922, -2.40425, -4.22289], [-3.59314, -0.29095, -0.27519], [-2.82983, -1.04944, -4.19958], [1.86283, -0.78865, -2.89968], [-2.80242, 1.05636, -2.12000], [-3.78913, 2.48485, -2.54441], [-1.40800, -2.81765, -2.08416], [-1.65803, -1.30317, -5.49506], [-2.17788, -2.66160, -4.49659], [-0.94193, 0.32928, -0.64824], [2.51579, 1.52680, 6.52202], [3.73979, -2.45703, 2.74333], [-3.16874, 3.59259, -0.43525], [-1.52842, 3.68347, 1.33341], [-1.36455, 2.19256, 2.27252], [0.25043, -3.14818, -3.96130], [3.01667, -2.66328, 4.35451], [0.28050, 2.60015, -0.25060], [2.01493, -2.85944, 2.87661], [2.60945, 2.97951, 5.48154], [0.62167, 0.43826, -1.48432], [0.80377, -1.76015, -4.90268]],
  "lowdin_charge": [-0.124, 0.080, 0.057, 0.039, -0.192, 0.031, 0.204, 0.011, -0.143, -0.072, -0.363, -0.366, -0.221, -0.162, -0.190, -0.090, -0.366, -0.003, -0.164, -0.068, -0.444, -0.152, -0.210, -0.188, -0.112, -0.062, -0.161, -0.008, -0.158, -0.150, 0.136, 0.128, 0.128, 0.132, 0.132, 0.122, 0.105, 0.122, 0.079, 0.099, 0.076, 0.101, 0.076, 0.115, 0.071, 0.134, 0.109, 0.129, 0.133, 0.077, 0.081, 0.104, 0.099, 0.099, 0.132, 0.129, 0.129, 0.127, 0.090, 0.122, 0.090, 0.085, 0.132, 0.121],
  "smiles": "C[C@@H]1C[C@H](C)CN(Cc2nc3c(c(=O)n(C)c(=O)n3C)n2CCN2CCOCC2)C1",
  "lumo_energy_ha": 0.0232,
  "gap_ev": 8.77,
  "total_energy_ev": -37413.593,
  "e_above_lowest_ev": 0.099
}

***

Entry 2:
{
  "formula": "C21H34PV",
  "method": "wB97M-V/def2-TZVPD",
  "species": ["V", "P", "C", "C", "C", "C", "C", "C", "C", "C", "C", "C", "C", "C", "C", "C", "C", "C", "C", "C", "C", "C", "C", "H", "H", "H", "H", "H", "H", "H", "H", "H", "H", "H", "H", "H", "H", "H", "H", "H", "H", "H", "H", "H", "H", "H", "H", "H", "H", "H", "H", "H", "H", "H", "H", "H", "H"],
  "xyz": [[-0.22525, -0.86176, -1.03506], [-0.28306, 0.75895, 2.03972], [1.72073, -1.44787, -3.55345], [-1.53076, 1.59427, 1.06608], [-1.07752, 2.10713, 4.34103], [-1.35288, -0.18619, -3.89392], [3.02036, -0.02774, -1.14152], [1.60636, 0.20145, -1.56542], [-0.29705, 0.15066, -2.90475], [1.31017, 2.61752, -0.64698], [-1.40896, 2.34974, -2.16880], [-0.90595, 0.85108, 3.71844], [-1.50514, 0.96473, 6.43765], [1.49428, 1.05569, 2.15038], [-1.34886, 2.15910, 5.71196], [-1.43959, -0.27542, 5.78798], [-0.04418, -4.75945, -1.30639], [0.81533, 1.36409, -1.27334], [-0.38583, 1.27302, -2.02083], [-0.67767, -2.50080, -2.25430], [0.29117, -3.25358, -1.35611], [0.99923, -0.46824, -2.68712], [-1.13171, -0.33701, 4.42920], [2.66609, -1.75666, -3.08609], [-1.04067, -1.28109, 3.89016], [-1.54166, 2.91212, -1.23790], [-0.63341, -2.78156, -3.30470], [1.55462, 3.34807, -1.43559], [-0.96855, 3.02650, 3.75599], [3.70925, 0.51155, -1.81165], [-1.24046, 2.61038, 0.80513], [1.72910, 2.12584, 2.19554], [-2.38238, 1.93027, -2.44933], [-1.14486, 0.24752, -4.88046], [2.22011, 2.46817, -0.05611], [-2.31791, 0.20396, -3.55110], [-1.60720, -1.19898, 6.33892], [-1.67723, 1.00745, 7.51196], [-1.72899, 1.03247, 0.13707], [-0.23161, -0.55365, 1.47920], [1.92711, 0.59309, 1.25420], [1.15703, -2.35991, -3.77208], [0.24990, -2.82209, -0.32462], [-0.93437, -4.96542, -0.70473], [-0.21458, -5.16373, -2.30968], [-1.12401, 3.07406, -2.94964], [-1.46381, -1.26233, -4.01101], [0.55880, 3.08786, -0.00038], [0.79460, -5.28463, -0.85000], [3.20128, 0.32033, -0.12030], [1.32724, -3.16601, -1.72205], [-1.72401, -2.45658, -1.86981], [-1.42577, 3.12947, 6.21166], [1.89296, 0.54698, 3.04421], [-2.46641, 1.60059, 1.64247], [1.95622, -0.96153, -4.51423], [3.28038, -1.09186, -1.17949]],
  "lowdin_charge": [0.815, 1.014, -0.001, -0.191, -0.070, -0.004, -0.014, -0.286, -0.276, -0.009, -0.009, -0.379, -0.024, -0.169, -0.036, -0.041, -0.062, -0.235, -0.266, -0.168, -0.315, -0.288, -0.081, 0.091, 0.107, 0.067, 0.084, 0.127, 0.119, 0.121, 0.055, 0.080, 0.091, 0.118, 0.080, 0.092, 0.124, 0.126, 0.038, 0.045, 0.016, 0.079, 0.095, 0.088, 0.095, 0.122, 0.067, 0.071, 0.085, 0.065, 0.110, 0.111, 0.127, 0.096, 0.093, 0.120, 0.090],
  "lumo_energy_ha": [-0.2639, -0.2641],
  "total_charge": 2,
  "gap_ev": [7.86, 7.43],
  "total_energy_ev": -57287.223,
  "e_above_lowest_ev": 0.062,
  "multiplicity": 3
}

***

Entry 3:
{
  "formula": "C21H35AsF6NO7ReS2Sb",
  "method": "wB97M-V/def2-TZVPD",
  "species": ["Re", "Sb", "As", "S", "S", "F", "F", "F", "F", "F", "F", "O", "O", "O", "O", "O", "O", "O", "N", "C", "C", "C", "C", "C", "C", "C", "C", "C", "C", "C", "C", "C", "C", "C", "C", "C", "C", "C", "C", "C", "H", "H", "H", "H", "H", "H", "H", "H", "H", "H", "H", "H", "H", "H", "H", "H", "H", "H", "H", "H", "H", "H", "H", "H", "H", "H", "H", "H", "H", "H", "H", "H", "H", "H", "H"],
  "xyz": [[-0.42907, 0.16947, -0.81423], [1.23853, 2.20939, -0.23115], [0.08441, -1.23230, 1.11073], [-1.21986, -2.05754, -2.12861], [1.47140, -1.87557, -2.05934], [1.26448, -0.01963, -3.89833], [2.83432, -1.42947, -4.22165], [-1.59959, -3.76579, -4.11540], [-2.12788, -4.50438, -2.15654], [0.79954, -2.00456, -4.66525], [-3.39191, -3.04946, -3.13042], [2.62044, -2.63211, -1.76254], [-1.02343, -0.97988, -3.04200], [-2.07348, 2.10280, -3.97819], [-0.70136, 1.55065, -2.31164], [1.46233, -0.56190, -1.36001], [-2.54280, 0.84739, -0.68846], [-2.06383, -1.74778, -0.99565], [0.16084, -2.64695, -1.66921], [-0.03968, -4.27853, 5.42530], [-1.82961, 1.74925, -2.86541], [2.78215, 1.77785, 1.24281], [-0.92668, -2.91654, 1.47398], [-0.20124, -0.22892, 2.79346], [-1.44926, -3.03459, 3.92794], [-3.45648, 2.96663, -1.37141], [-0.62384, -3.38769, 2.84852], [2.29579, 2.86635, -2.02510], [-4.16333, 0.82484, -2.52919], [3.70959, 2.30785, -2.09342], [1.57319, -1.30831, -3.85603], [-2.13976, -3.45275, -2.95728], [-1.15959, -3.47887, 5.20125], [0.19295, 5.10689, 0.36417], [-3.04553, 1.57639, -1.83815], [3.23776, 3.03787, 1.96481], [0.78484, -4.63589, 4.35979], [-0.04833, 3.66697, 0.78398], [0.50093, -4.19046, 3.08669], [1.94645, -1.79341, 1.29326], [-1.06700, 3.34619, 0.55910], [2.62367, -1.00321, 0.97486], [2.36802, 1.05667, 1.94996], [-4.20938, 2.87364, -0.58948], [0.01033, 5.24214, -0.69845], [-3.88892, 3.52718, -2.19371], [1.67703, 2.51248, -2.85100], [2.11454, -2.64988, 0.63902], [-5.04340, 0.76728, -1.89195], [4.33761, 2.69087, -1.28802], [3.63702, 3.77844, 1.27510], [-3.84931, -0.18210, -2.80505], [-3.05689, 0.01897, -0.61619], [-0.60218, -3.62754, 0.70799], [0.31236, -0.69460, 3.63798], [-0.47797, 5.76535, 0.91312], [2.42698, 3.49285, 2.52936], [4.02586, 2.77853, 2.67021], [0.12423, 3.53704, 1.85638], [1.12964, -4.48557, 2.25688], [-2.33143, -2.43375, 3.75151], [2.17082, -2.07463, 2.32490], [4.16849, 2.61058, -3.03537], [-2.60510, 3.51826, -0.98469], [2.28777, 3.95675, -1.99774], [-1.99069, -2.70104, 1.34980], [0.19581, -4.61300, 6.42323], [-4.43885, 1.35173, -3.43874], [1.20943, 5.41938, 0.59049], [-1.27138, -0.18759, 3.01099], [0.15472, 0.79743, 2.66808], [1.64385, -5.26262, 4.53430], [3.70506, 1.21791, -2.06446], [3.60665, 1.31854, 0.69438], [-1.80073, -3.20998, 6.02511]],
  "lowdin_charge": [1.273, 1.559, 1.100, 0.569, 0.663, 0.150, 0.196, 0.201, 0.187, 0.190, 0.181, -0.186, -0.270, 0.188, -0.220, -0.553, -0.130, -0.344, -0.279, -0.042, -0.586, -0.382, -0.256, -0.223, -0.058, 0.023, -0.322, -0.327, 0.021, -0.155, -0.656, -0.662, -0.054, -0.160, -0.467, -0.153, -0.052, -0.369, -0.056, -0.217, 0.025, 0.022, 0.029, 0.108, 0.074, 0.115, 0.048, 0.033, 0.111, 0.074, 0.076, 0.087, 0.110, 0.084, 0.058, 0.089, 0.067, 0.091, 0.057, 0.116, 0.115, 0.059, 0.095, 0.075, 0.068, 0.085, 0.115, 0.116, 0.073, 0.044, 0.006, 0.115, 0.065, 0.058, 0.115],
  "lumo_energy_ha": [-0.3467, -0.3286],
  "total_charge": 2,
  "gap_ev": [4.67, 5.17],
  "total_energy_ev": -145629.645,
  "e_above_lowest_ev": 3.542,
  "multiplicity": 2
}